78
Properties=species:S:1:pos:R:3:forces:R:3:lowdin_charge:R:1 method="wB97M-V/def2-TZVPD" total_charge=+1 max_force_ev_per_a=1.08 de_lowest_kcal_mol=16.59
H 1.369 -1.055 -2.131 0.3787 -0.1948 -0.1624 -0.016
C -1.495 0.793 -3.555 -0.1321 0.1356 -0.0671 -0.087
C 1.832 0.637 3.556 0.0041 0.0598 -0.0569 -0.188
H 1.941 5.489 -1.714 0.0236 0.0173 0.0017 0.042
H 1.781 5.138 0.004 -0.0264 -0.0023 0.0388 0.018
H -6.315 -3.974 -4.338 0.0186 0.0102 -0.0346 0.073
C -0.525 2.522 2.746 0.1067 0.0213 -0.0078 -0.204
H 4.597 -1.761 0.499 -0.0104 -0.0367 0.0061 0.045
H -0.706 2.599 3.821 -0.0148 0.0207 0.0110 0.041
Si 1.164 3.180 -1.410 0.0050 -0.0435 0.0211 0.362
H -4.784 0.794 -4.273 0.0000 0.0092 -0.0132 0.126
S -4.118 -3.226 -3.590 0.0789 0.0452 -0.0751 0.950
H -6.942 -4.645 -1.892 -0.0068 -0.0085 0.0069 0.110
H -0.548 -2.950 5.936 -0.0127 0.0060 0.0045 0.125
H -1.719 -0.882 3.371 0.0091 -0.0323 0.0039 0.074
H -0.740 3.495 2.301 -0.0147 0.0048 -0.0195 0.031
C 1.007 -3.427 2.437 0.0118 -0.0079 -0.0066 -0.030
H 1.142 -4.712 5.548 0.0011 0.0039 0.0093 0.112
C -2.646 0.991 -4.292 0.1190 0.0055 0.0452 -0.019
H -0.934 3.927 -2.522 0.0011 0.0225 -0.0068 0.034
Si 3.208 0.004 -0.497 0.1369 -0.0759 -0.0830 0.366
Si 1.268 2.054 2.459 0.0115 -0.0441 -0.0192 0.379
H 2.788 -0.475 -2.917 0.0950 -0.0491 0.0040 0.043
C -3.843 -3.389 -1.905 -0.2268 -0.0785 0.0819 -0.964
C -3.863 0.640 -3.726 -0.0544 -0.0241 0.0395 -0.017
Ti -0.045 -0.223 -0.832 0.7531 0.3709 0.6734 0.762
H 2.911 0.700 3.713 0.0070 -0.0082 0.0040 0.035
C -0.523 -2.266 3.917 0.0121 0.0362 0.0434 -0.265
C -5.691 -3.865 -3.466 -0.0685 -0.0584 0.0475 -0.404
H -0.523 1.075 -3.938 -0.0242 -0.0084 -0.0210 0.108
H -4.966 -4.156 -0.226 0.0010 -0.0096 0.0168 0.103
H -4.833 -0.207 -1.996 -0.0054 -0.0130 0.0120 0.133
H 2.860 2.638 -3.150 0.0233 0.0103 -0.0033 0.023
C -0.337 -1.550 1.548 -0.0338 -0.1929 -0.2778 -0.453
C -4.936 -3.944 -1.285 0.1081 0.1095 -0.0348 -0.231
C 2.476 -0.959 -1.990 -0.5953 -0.0571 -0.0999 -0.196
C 3.724 -1.199 0.839 0.0281 0.0703 -0.0922 -0.187
Si 1.517 1.454 0.183 -0.4532 0.2476 -0.0946 0.486
H 4.004 -0.672 1.752 0.0174 0.0235 0.0061 0.032
H -1.352 2.812 -1.214 0.0478 -0.0494 -0.0201 0.005
C 0.053 -2.423 2.644 -0.0528 0.1480 0.1752 -0.109
C -2.590 -0.787 -0.465 0.0045 -0.0571 0.0621 -0.456
C -5.997 -4.211 -2.182 -0.0443 0.0274 -0.0589 -0.176
H -3.525 -0.917 0.075 -0.0096 0.2564 0.0252 0.111
H 1.348 0.715 4.533 0.0049 0.0195 0.0211 0.045
H 5.302 1.336 -0.409 -0.0046 0.0112 0.0280 0.039
C -0.672 3.613 -1.509 0.0074 0.0372 0.0762 -0.208
H 1.614 -0.355 3.163 -0.0397 0.0128 -0.0331 0.009
H -1.226 1.796 2.335 0.0234 -0.0543 -0.0072 0.005
H 2.082 4.404 2.162 -0.0308 0.0253 -0.0438 0.012
C 2.381 3.537 2.748 -0.0788 -0.0831 0.1118 -0.212
H -0.878 4.455 -0.845 -0.0003 0.0073 0.0101 0.036
O -1.444 -1.330 4.197 -0.0225 -0.0066 0.0061 0.078
H 2.932 -1.903 1.090 -0.0303 0.0214 -0.0041 0.006
H 1.483 1.584 -3.374 -0.0216 -0.0032 0.0376 -0.005
C -3.901 0.085 -2.457 0.1147 -0.0157 0.0004 -0.008
C 1.771 2.604 -3.106 -0.0085 -0.0108 0.0159 -0.212
N -1.536 -0.163 0.329 -0.2263 -0.3612 -0.5007 -0.209
H 3.189 4.552 -0.886 0.0194 -0.0223 0.0085 0.036
H 1.424 -3.548 1.447 0.0006 -0.0061 -0.0038 0.110
H 2.327 3.820 3.803 0.0139 0.0084 0.0124 0.041
Te -2.054 -2.931 -0.978 0.1468 0.0051 0.1019 1.394
H -2.584 1.417 -5.283 -0.0028 0.0011 -0.0049 0.120
C 1.395 -4.254 3.466 -0.0013 0.0234 -0.0233 -0.071
C -2.705 -0.111 -1.785 -0.2727 0.0267 0.0629 -0.346
H 2.791 -2.004 -2.004 0.1228 0.0352 -0.0008 0.058
H 3.425 3.315 2.521 0.0176 -0.0274 -0.0197 0.034
H 2.125 -5.033 3.297 0.0072 -0.0036 -0.0045 0.107
H 1.392 3.269 -3.886 -0.0015 0.0186 -0.0001 0.042
C 0.837 -4.072 4.731 0.0101 -0.0369 0.0203 -0.057
O 0.389 -1.574 0.421 0.0717 0.0180 -0.1497 -0.270
N -1.389 -0.796 1.575 -0.0846 -0.0175 0.0743 0.059
H 4.477 1.626 -1.939 -0.0452 0.0150 -0.0334 0.013
H 5.360 0.118 -1.682 0.0277 0.0124 -0.0094 0.043
C -0.107 -3.094 4.959 -0.0024 0.0124 -0.0304 0.004
C 4.720 0.863 -1.202 -0.0210 -0.0877 0.1099 -0.199
N -1.527 0.265 -2.327 0.1271 -0.1326 0.2090 -0.007
C 2.114 4.728 -0.948 -0.0378 -0.0523 -0.1227 -0.208

***

13
Properties=species:S:1:pos:R:3:forces:R:3:nbo_charge:R:1 method="wB97M-V/def2-TZVPD" max_force_ev_per_a=0.66 de_lowest_kcal_mol=80.81
H 2.383 1.298 -0.417 -0.1139 -0.1054 -0.0504 0.147
O 0.888 0.452 0.611 0.0229 -0.5598 -0.3574 -0.528
C 1.729 0.421 -0.466 0.0758 0.1209 0.0087 0.397
O -2.064 -1.667 0.536 0.5006 0.2794 0.0806 -0.626
C 0.176 -0.757 0.843 -0.2477 -0.1993 -0.0294 -0.226
H 0.754 -1.607 1.176 -0.0075 0.1094 -0.1926 0.212
N 1.736 -0.475 -1.354 -0.0261 0.2604 0.3544 -0.689
C -1.136 -0.891 0.547 -0.1806 -0.1428 0.1159 0.558
H 2.457 -0.279 -2.046 -0.1021 0.0200 0.1262 0.353
H -1.708 1.124 1.168 -0.0722 0.2203 0.2005 0.412
H -2.653 0.730 -0.129 0.2962 -0.2238 -0.0722 0.415
N -1.702 0.729 0.239 -0.0060 0.2556 -0.0698 -0.841
H -1.057 1.277 -0.321 -0.1394 -0.0349 -0.1146 0.416

***

Q: Which energy values were calculated for the entries above? A: -108927.28841 -10281.29334, in eV.